DFT (ωB97M-V with the def2-TZVPD basis set) results for 2 unconnected molecules or ions with the total composition I4Si in a non-equilibrium geometry.

Each line ends with the Mulliken charge.
Geometry (Å):
Si  -0.6691  0.0446  0.3522  0.111
I  -0.6542  -2.3370  -0.6065  -0.030
I  3.8031  -0.0073  0.7173  0.001
I  0.5322  1.5612  -1.1752  -0.026
I  -3.0120  0.7386  0.7121  -0.055

The value obtained for the relative energy (zero: lowest compared OMol25 entry of this formula, charge and spin) is 2.920 eV. The calculation puts the HOMO energy (spin up / spin down) at -9.8 / -8.5 eV. Its orbital gap (spin up / spin down) is 0.262 / 0.193 Ha. As for the LUMO energy (spin up / spin down): -2.7 / -3.3 eV. The calculation puts the largest force on an atom at 0.0217 Eh/bohr. Its net charge is 0. For the total energy, the calculation gives -1480.31251 Eh.